1.
{"formula": "C45H44Cl2F3N2O2P2RuS2", "method": "ωB97M-V/def2-TZVPD", "homo_lumo_gap_ev": [8.0, 5.9], "e_lumo_ev": [-2.52, -4.63], "total_energy_ev": -130476.1579, "charge": 1, "max_force_ev_per_a": 1.01, "multiplicity": 5, "elements": ["Ru", "C", "S", "C", "C", "C", "N", "P", "C", "C", "C", "C", "C", "C", "C", "C", "C", "C", "C", "C", "P", "C", "C", "C", "C", "C", "C", "C", "C", "C", "C", "C", "C", "H", "H", "H", "H", "H", "H", "H", "H", "H", "H", "H", "H", "H", "H", "H", "H", "H", "H", "H", "H", "H", "H", "H", "H", "H", "H", "H", "H", "H", "Cl", "C", "C", "C", "C", "C", "Cl", "C", "S", "H", "H", "H", "C", "N", "C", "C", "C", "C", "C", "C", "C", "C", "H", "H", "H", "H", "H", "H", "H", "H", "H", "H", "H", "H", "F", "C", "F", "F", "C", "O", "O"], "coordinates": [[1.14, -0.01, -1.35], [-5.10, 1.17, 3.01], [-3.97, 1.80, 4.27], [-2.86, 0.38, 4.49], [-1.55, 0.50, 3.73], [-1.80, 0.60, 2.24], [-0.58, 0.71, 1.40], [-0.24, 2.19, 0.70], [-0.42, 3.42, 2.00], [0.53, 3.55, 3.01], [0.30, 4.42, 4.06], [-0.87, 5.17, 4.11], [-1.82, 5.04, 3.11], [-1.60, 4.17, 2.05], [-1.52, 2.53, -0.51], [-1.53, 3.78, -1.14], [-2.46, 4.05, -2.12], [-3.38, 3.08, -2.49], [-3.37, 1.83, -1.88], [-2.44, 1.55, -0.89], [0.26, -0.64, 0.79], [1.61, -1.03, 1.93], [2.47, -2.08, 1.61], [3.47, -2.45, 2.49], [3.62, -1.77, 3.69], [2.78, -0.72, 4.01], [1.78, -0.34, 3.13], [-0.94, -1.97, 1.04], [-0.87, -2.74, 2.19], [-1.82, -3.72, 2.41], [-2.85, -3.92, 1.50], [-2.92, -3.14, 0.36], [-1.97, -2.16, 0.12], [-5.87, 1.92, 2.86], [-5.58, 0.25, 3.35], [-4.60, 0.99, 2.06], [-3.41, -0.51, 4.18], [-2.67, 0.29, 5.55], [-0.94, -0.39, 3.95], [-1.00, 1.37, 4.07], [-2.40, 1.49, 2.04], [-2.37, -0.26, 1.89], [1.45, 2.99, 2.97], [1.05, 4.52, 4.83], [-1.04, 5.85, 4.93], [-2.73, 5.60, 3.14], [-2.36, 4.07, 1.29], [-0.80, 4.53, -0.87], [-2.46, 5.01, -2.61], [-4.10, 3.29, -3.27], [-4.09, 1.08, -2.17], [-2.44, 0.58, -0.42], [2.35, -2.64, 0.69], [4.13, -3.27, 2.24], [4.41, -2.06, 4.37], [2.92, -0.18, 4.93], [1.15, 0.50, 3.36], [-0.06, -2.61, 2.90], [-1.76, -4.33, 3.30], [-3.58, -4.69, 1.68], [-3.71, -3.30, -0.36], [-2.02, -1.58, -0.78], [3.20, -0.20, -3.17], [2.78, 1.01, -4.35], [3.59, 1.10, -5.47], [3.29, 2.05, -6.44], [2.21, 2.89, -6.27], [1.42, 2.78, -5.14], [0.08, 3.86, -4.97], [1.68, 1.84, -4.14], [0.64, 1.80, -2.72], [4.43, 0.44, -5.58], [3.91, 2.13, -7.32], [1.96, 3.63, -7.01], [1.04, -4.64, -0.70], [2.18, -4.29, -1.51], [2.64, -5.40, -2.32], [2.08, -3.01, -2.18], [0.76, -2.60, -2.80], [0.15, -3.46, -3.72], [-1.06, -3.15, -4.31], [-1.67, -1.94, -4.01], [-1.06, -1.06, -3.14], [0.14, -1.38, -2.49], [1.31, -5.47, -0.04], [0.16, -4.94, -1.28], [0.75, -3.80, -0.07], [2.88, -6.23, -1.67], [3.54, -5.12, -2.86], [1.90, -5.76, -3.05], [2.86, -2.99, -2.95], [2.37, -2.22, -1.46], [0.65, -4.38, -3.99], [-1.50, -3.82, -5.03], [-2.60, -1.67, -4.49], [-1.52, -0.09, -2.97], [4.46, 3.22, 1.26], [4.33, 1.90, 1.12], [4.53, 1.33, 2.32], [5.28, 1.47, 0.30], [2.90, 1.54, 0.61], [1.97, 2.07, 1.24], [2.84, 0.79, -0.38]]}

2.
{"formula": "C45H44ClF5N7O13S", "method": "ωB97M-V/def2-TZVPD", "homo_lumo_gap_ev": 7.6, "e_lumo_ev": -3.61, "total_energy_ev": -121348.9946, "charge": 1, "max_force_ev_per_a": 2.76, "elements": ["C", "C", "C", "S", "O", "O", "C", "F", "F", "C", "F", "F", "F", "C", "N", "C", "C", "C", "C", "N", "C", "C", "O", "Cl", "C", "C", "C", "H", "H", "H", "H", "H", "H", "H", "H", "H", "H", "H", "H", "H", "H", "H", "H", "H", "H", "H", "C", "C", "C", "C", "C", "C", "N", "O", "O", "H", "H", "H", "H", "H", "C", "C", "C", "C", "C", "C", "N", "O", "O", "H", "H", "H", "H", "H", "C", "C", "C", "C", "C", "C", "N", "O", "O", "H", "H", "H", "H", "H", "C", "C", "C", "C", "C", "C", "N", "O", "O", "H", "H", "H", "H", "H", "C", "C", "C", "C", "C", "C", "N", "O", "O", "H", "H", "H", "H", "H"], "coordinates": [[6.86, 0.14, 0.08], [6.15, -0.05, -0.85], [5.35, 0.14, -2.05], [6.18, 0.90, -3.46], [5.30, 1.58, -4.35], [6.87, -0.19, -4.10], [7.59, 2.05, -2.97], [8.32, 1.54, -1.98], [8.34, 2.08, -4.08], [7.20, 3.52, -2.64], [6.49, 4.09, -3.61], [8.37, 4.19, -2.52], [6.58, 3.59, -1.45], [4.87, -1.27, -2.48], [3.39, -1.37, -2.29], [2.75, 0.05, -2.18], [1.57, -0.21, -1.20], [0.37, 0.73, -1.19], [0.45, 2.16, -0.79], [-0.78, 0.28, -1.50], [2.42, 0.28, -3.67], [1.69, 1.53, -4.12], [0.56, 1.76, -3.91], [2.59, 2.66, -5.17], [3.97, 0.72, -1.49], [3.89, 2.17, -1.02], [3.68, 3.27, -2.04], [7.43, 0.27, 0.97], [5.39, -2.01, -1.89], [5.06, -1.56, -3.51], [3.01, -1.98, -3.02], [3.28, -1.87, -1.40], [1.20, -1.21, -1.45], [1.93, -0.29, -0.17], [0.82, 2.76, -1.63], [-0.56, 2.50, -0.57], [1.04, 2.33, 0.10], [-0.73, -0.71, -1.76], [1.76, -0.54, -3.97], [3.33, 0.15, -4.25], [3.95, 0.19, -0.54], [3.06, 2.21, -0.32], [4.77, 2.35, -0.41], [4.33, 3.23, -2.91], [3.88, 4.22, -1.55], [2.66, 3.35, -2.40], [-5.15, -0.52, 3.29], [-5.38, 0.30, 2.20], [-4.32, 0.98, 1.61], [-3.05, 0.82, 2.12], [-2.81, 0.00, 3.21], [-3.86, -0.67, 3.80], [-1.93, 1.53, 1.49], [-2.18, 2.25, 0.55], [-0.82, 1.34, 1.94], [-5.97, -1.05, 3.75], [-6.38, 0.42, 1.81], [-4.50, 1.63, 0.76], [-1.81, -0.11, 3.61], [-3.69, -1.31, 4.65], [-10.53, -1.00, 7.07], [-10.77, -0.19, 5.97], [-9.71, 0.48, 5.36], [-8.44, 0.31, 5.86], [-8.19, -0.50, 6.96], [-9.24, -1.16, 7.56], [-7.31, 0.99, 5.21], [-7.56, 1.70, 4.26], [-6.20, 0.79, 5.65], [-11.36, -1.52, 7.54], [-11.77, -0.07, 5.58], [-9.89, 1.11, 4.51], [-7.18, -0.62, 7.34], [-9.07, -1.79, 8.42], [-0.99, -6.19, 1.22], [-1.38, -5.52, 0.06], [-0.47, -4.71, -0.60], [0.81, -4.58, -0.09], [1.21, -5.24, 1.07], [0.29, -6.05, 1.72], [1.77, -3.75, -0.79], [1.41, -3.15, -1.79], [2.91, -3.66, -0.35], [-1.70, -6.83, 1.73], [-2.38, -5.63, -0.32], [-0.77, -4.18, -1.50], [2.21, -5.13, 1.45], [0.59, -6.57, 2.62], [2.44, -2.52, -8.87], [2.35, -1.76, -7.72], [2.55, -2.34, -6.48], [2.85, -3.69, -6.41], [2.94, -4.47, -7.55], [2.74, -3.88, -8.79], [3.10, -4.32, -5.11], [3.00, -3.64, -4.09], [3.39, -5.49, -5.09], [2.29, -2.06, -9.84], [2.12, -0.70, -7.78], [2.48, -1.75, -5.58], [3.18, -5.52, -7.48], [2.81, -4.47, -9.68], [-2.96, 5.59, 3.58], [-2.91, 6.22, 4.82], [-2.80, 5.46, 5.98], [-2.72, 4.08, 5.87], [-2.78, 3.45, 4.65], [-2.90, 4.21, 3.50], [-2.57, 3.27, 7.09], [-2.55, 3.86, 8.16], [-2.48, 2.07, 6.96], [-3.04, 6.18, 2.68], [-2.96, 7.29, 4.89], [-2.76, 5.94, 6.94], [-2.72, 2.37, 4.59], [-2.94, 3.72, 2.54]]}

3.
{"formula": "C45H44P2Pd", "method": "ωB97M-V/def2-TZVPD", "homo_lumo_gap_ev": [6.7, 3.7], "e_lumo_ev": [-5.85, -9.03], "total_energy_ev": -69411.9667, "charge": 2, "max_force_ev_per_a": 2.82, "multiplicity": 5, "elements": ["Pd", "C", "C", "C", "C", "C", "C", "C", "C", "C", "H", "H", "H", "H", "H", "H", "H", "H", "H", "H", "H", "H", "H", "H", "H", "P", "P", "C", "C", "C", "C", "C", "C", "C", "C", "C", "C", "C", "C", "C", "C", "C", "C", "C", "C", "C", "C", "C", "C", "C", "C", "C", "C", "H", "H", "H", "H", "H", "H", "H", "H", "H", "H", "H", "H", "H", "H", "H", "H", "H", "H", "H", "H", "H", "H", "C", "C", "C", "C", "C", "C", "C", "C", "C", "C", "H", "H", "H", "H", "H", "H", "H"], "coordinates": [[4.54, 1.45, -3.73], [0.63, -0.59, 2.10], [1.86, -0.23, 1.70], [3.08, -1.13, 1.44], [3.26, -1.53, -0.04], [2.17, -2.30, -0.67], [1.25, -3.06, -0.04], [0.92, -3.12, 1.39], [0.04, -1.95, 2.00], [2.34, 1.76, -3.67], [-0.12, 0.19, 2.35], [2.22, 0.82, 1.63], [3.10, -2.01, 2.10], [4.00, -0.53, 1.66], [3.62, -0.62, -0.59], [4.06, -2.26, -0.09], [2.33, -2.50, -1.73], [0.80, -3.86, -0.65], [1.74, -3.41, 2.04], [0.22, -3.98, 1.38], [-0.88, -1.95, 1.38], [-0.28, -2.27, 3.01], [1.56, 2.15, -2.96], [2.71, 0.75, -3.32], [1.78, 1.72, -4.63], [7.12, 3.39, -2.58], [6.81, 1.65, -5.04], [8.06, 1.89, -2.66], [8.08, 1.21, -3.83], [8.61, 4.46, -2.12], [9.81, 4.02, -1.54], [10.86, 4.91, -1.28], [10.73, 6.26, -1.61], [9.54, 6.70, -2.20], [8.50, 5.82, -2.47], [6.41, 3.09, -0.90], [5.36, 2.17, -0.92], [4.64, 1.90, 0.24], [5.07, 2.47, 1.46], [6.17, 3.35, 1.49], [6.85, 3.66, 0.31], [8.05, 1.65, -6.43], [9.11, 2.59, -6.42], [10.16, 2.58, -7.35], [10.17, 1.62, -8.39], [9.13, 0.69, -8.45], [8.10, 0.72, -7.48], [6.04, 0.04, -5.34], [4.86, 0.08, -6.14], [4.22, -1.12, -6.48], [4.71, -2.33, -5.98], [5.82, -2.36, -5.12], [6.49, -1.17, -4.80], [8.64, 1.57, -1.78], [8.87, 0.49, -4.11], [9.96, 2.97, -1.28], [11.77, 4.55, -0.80], [11.53, 6.95, -1.41], [9.42, 7.75, -2.45], [7.58, 6.16, -2.93], [5.07, 1.65, -1.89], [3.74, 1.28, 0.19], [4.54, 2.22, 2.39], [6.49, 3.81, 2.44], [7.72, 4.32, 0.33], [9.13, 3.34, -5.64], [10.99, 3.31, -7.28], [10.98, 1.62, -9.13], [9.13, -0.07, -9.25], [7.33, -0.04, -7.56], [4.49, 1.04, -6.51], [3.32, -1.07, -7.10], [4.22, -3.26, -6.25], [6.20, -3.31, -4.73], [7.33, -1.17, -4.10], [-3.90, 3.16, 1.02], [-2.73, 3.83, 0.63], [-1.68, 3.17, 0.00], [-1.72, 1.75, -0.27], [-0.84, 0.80, -0.77], [-1.09, -0.51, -1.09], [-2.37, -1.08, -0.71], [-3.29, -0.25, -0.13], [-3.00, 1.12, 0.12], [-4.00, 1.81, 0.78], [-4.72, 3.67, 1.50], [-2.66, 4.89, 0.85], [-0.79, 3.73, -0.31], [-0.39, -1.15, -1.60], [-2.65, -2.13, -0.87], [-4.29, -0.57, 0.18], [-4.86, 1.21, 1.10]]}

4.
{"formula": "C45H45N8O6PS2SeTeY", "method": "ωB97M-V/def2-TZVPD", "homo_lumo_gap_ev": 4.8, "e_lumo_ev": 0.75, "total_energy_ev": -176254.0907, "charge": -1, "max_force_ev_per_a": 1.30, "elements": ["Y", "S", "C", "N", "C", "C", "C", "C", "C", "C", "S", "H", "H", "H", "H", "O", "C", "C", "O", "C", "C", "O", "C", "O", "O", "Se", "N", "C", "C", "C", "C", "C", "N", "C", "C", "N", "C", "C", "C", "C", "C", "N", "H", "H", "H", "H", "H", "H", "C", "C", "C", "C", "C", "C", "Te", "C", "C", "C", "H", "H", "H", "H", "H", "H", "H", "H", "H", "H", "H", "O", "P", "N", "C", "C", "C", "C", "N", "C", "C", "C", "C", "N", "C", "C", "C", "C", "H", "H", "H", "H", "H", "H", "H", "H", "H", "H", "H", "H", "H", "H", "H", "H", "H", "H", "H", "H", "H", "H", "H", "H"], "coordinates": [[0.83, 1.19, 0.67], [0.84, 2.96, 3.21], [-0.78, 2.74, 2.83], [-1.21, 1.99, 1.83], [-2.58, 1.88, 1.81], [-3.33, 1.09, 0.93], [-4.71, 1.08, 1.04], [-5.36, 1.84, 2.01], [-4.63, 2.61, 2.91], [-3.25, 2.62, 2.80], [-2.08, 3.44, 3.80], [-2.81, 0.48, 0.20], [-5.29, 0.47, 0.37], [-6.44, 1.82, 2.08], [-5.12, 3.20, 3.67], [6.39, -1.17, 2.55], [5.31, -0.88, 2.11], [5.04, -0.23, 0.77], [5.85, -0.05, -0.11], [3.62, 0.14, 0.80], [3.02, -0.30, 2.00], [1.79, -0.02, 2.26], [3.98, -1.03, 2.82], [3.79, -1.64, 3.85], [2.93, 0.79, -0.07], [1.06, 8.86, -1.98], [2.17, 7.90, -0.98], [1.67, 6.69, -0.92], [2.28, 5.60, -0.20], [3.51, 5.73, 0.45], [4.03, 4.66, 1.12], [3.31, 3.47, 1.14], [2.15, 3.32, 0.53], [1.63, 4.35, -0.15], [0.37, 4.15, -0.85], [-0.20, 2.92, -0.79], [-1.31, 2.71, -1.47], [-1.96, 3.68, -2.23], [-1.40, 4.93, -2.29], [-0.21, 5.18, -1.60], [0.43, 6.48, -1.63], [-0.06, 7.52, -2.26], [4.02, 6.69, 0.39], [4.98, 4.72, 1.64], [3.68, 2.61, 1.68], [-1.70, 1.70, -1.42], [-2.86, 3.43, -2.76], [-1.85, 5.73, -2.87], [-1.19, -1.49, -8.02], [-0.74, -1.10, -6.63], [-0.46, -2.06, -5.67], [-0.01, -1.71, -4.40], [0.28, -2.82, -3.42], [0.19, -0.37, -4.06], [1.24, 0.12, -2.21], [-0.12, 0.61, -5.01], [0.04, 2.08, -4.75], [-0.58, 0.23, -6.27], [-1.35, -2.56, -8.09], [-0.43, -1.22, -8.76], [-2.11, -0.98, -8.30], [-0.59, -3.11, -5.91], [-0.15, -3.77, -3.77], [-0.13, -2.58, -2.44], [1.36, -2.95, -3.30], [0.24, 2.27, -3.70], [-0.86, 2.63, -5.04], [0.88, 2.48, -5.32], [-0.80, 1.01, -7.00], [-0.36, -0.80, 0.76], [-0.13, -2.02, 1.63], [1.26, -2.84, 1.32], [1.98, -2.82, 0.04], [3.13, -3.79, 0.25], [2.54, -4.83, 1.22], [1.68, -3.98, 2.16], [-0.42, -1.79, 3.23], [-0.67, -0.50, 3.88], [-1.05, -0.85, 5.33], [-1.38, -2.35, 5.29], [-0.42, -2.87, 4.22], [-1.32, -3.19, 1.30], [-2.71, -2.76, 1.50], [-3.57, -3.80, 0.74], [-2.55, -4.72, 0.06], [-1.28, -3.88, 0.01], [2.32, -1.82, -0.20], [1.34, -3.15, -0.78], [3.97, -3.29, 0.72], [3.46, -4.23, -0.69], [3.31, -5.37, 1.77], [1.92, -5.54, 0.67], [2.26, -3.63, 3.01], [0.81, -4.54, 2.52], [-1.49, 0.01, 3.37], [0.21, 0.14, 3.86], [-1.88, -0.24, 5.68], [-0.19, -0.68, 5.99], [-2.42, -2.50, 4.97], [-1.24, -2.84, 6.25], [-0.76, -3.80, 3.77], [0.57, -3.02, 4.65], [-2.88, -1.75, 1.09], [-2.93, -2.72, 2.57], [-4.20, -3.30, 0.01], [-4.22, -4.35, 1.42], [-2.87, -5.05, -0.93], [-2.37, -5.61, 0.67], [-1.32, -3.18, -0.83], [-0.37, -4.48, -0.08]]}

Which formula does entry 2 have?
C45H44ClF5N7O13S